Density functional theory data (wB97M-V/def2-TZVPD) for a 3-piece molecular cluster, C18H27F7O5 overall.

Summary:
Max |F|   0.01920 Eh/bohr
HOMO-LUMO gap   10.07 eV

```
57
C18H27F7O5, DFT wB97M-V/def2-TZVPD
C 2.24733 0.27178 0.81381
C 1.34032 -0.80853 0.20388
C 0.71440 -0.25420 -1.06216
O -0.00725 -1.22836 -1.85924
C -1.31069 -1.54047 -1.52065
C -2.30793 -0.35823 -1.79050
F -1.64814 0.68707 -2.34947
F -3.26331 -0.72414 -2.68524
C -3.02147 0.21904 -0.53191
F -2.09201 0.52221 0.39443
F -3.62012 1.37430 -0.90450
C -4.12670 -0.70225 0.11505
F -3.83830 -0.93988 1.38408
F -5.31009 -0.11323 0.06267
F -4.23042 -1.87351 -0.51479
C -1.66280 -2.79873 -2.31536
C -0.82938 -3.82312 -1.51416
C -0.87566 -3.24290 -0.11162
O -0.53702 -3.70295 0.93280
O -1.45311 -1.98201 -0.17539
H 1.75328 1.24042 0.68365
H 3.21509 0.31470 0.31574
H 2.34825 0.12786 1.88730
H 1.91414 -1.71244 -0.00626
H 0.56465 -1.02626 0.93563
H 0.08152 0.59555 -0.81517
H 1.49772 0.12384 -1.72215
H -2.69622 -3.09012 -2.15142
H -1.41147 -2.70813 -3.36725
H 0.18997 -3.97639 -1.85882
H -1.36822 -4.76955 -1.45473
C -1.72706 -0.41656 5.06706
C -1.07455 -1.75054 4.70638
C -0.50183 -1.44800 3.32900
O -0.16403 -0.05380 3.33550
C -0.73506 0.57928 4.47990
H -1.87944 -0.27597 6.13629
H -2.69455 -0.32519 4.56844
H -0.27255 -1.98036 5.41158
H -1.76821 -2.58946 4.69407
H -1.24018 -1.62766 2.54390
H 0.39049 -2.02898 3.09765
H 0.06367 0.80898 5.19443
H -1.20077 1.51602 4.17066
C 3.94466 4.24181 -2.36357
C 2.86461 4.20732 -3.44378
C 2.72727 2.71095 -3.69319
O 3.01674 2.07135 -2.44876
C 3.58985 3.01306 -1.53736
H 3.94631 5.15714 -1.77410
H 4.93228 4.12368 -2.81429
H 1.92928 4.61343 -3.05303
H 3.12626 4.76061 -4.34422
H 3.44665 2.36604 -4.44365
H 1.72651 2.42048 -4.01507
H 2.84512 3.25005 -0.76985
H 4.45215 2.55496 -1.05222
```

Density functional theory data (wB97M-V/def2-TZVPD) for a 3-piece molecular cluster, C38H65BrF6N3O8P2S overall in a non-equilibrium geometry.

Summary:
Charge   +1
Max |F|   0.19502 Eh/bohr
HOMO-LUMO gap   5.99 eV

```
124
C38H65BrF6N3O8P2S, DFT wB97M-V/def2-TZVPD
C 1.34513 3.69988 5.32215
C 1.16481 2.19427 4.70001
C 1.74180 2.05062 3.13627
C 0.46621 1.94671 2.07675
C -0.22385 0.48082 2.30712
C -0.80447 -0.26965 0.99659
C 0.40258 -0.64637 -0.03838
O 1.45269 -1.39345 0.73584
C 2.80350 -0.98568 0.37770
O 3.54246 -1.91370 -0.29579
C 3.55795 0.43740 0.64393
C 3.32439 1.85316 -0.14624
C 4.14170 3.26906 0.16552
C 5.28576 3.29271 1.34620
C 5.57284 1.87188 2.13241
C 4.75168 0.44887 1.81579
C -0.27183 -1.67822 -1.12847
C 0.67722 -1.61619 -2.46564
C 1.18836 -3.12481 -2.98196
C 2.20023 -2.89689 -4.29013
F 1.99628 -3.84478 -1.97140
C -1.87794 -1.68082 -1.30005
C -2.27488 -1.94438 -2.90460
O -2.17717 -0.81874 -3.80730
C -3.07297 -0.93671 -4.98544
F -2.60416 0.10723 -5.97237
F -4.49183 -0.60278 -4.69760
F -2.98153 -2.26799 -5.64531
P -2.34793 -3.49094 -0.65908
O -1.40251 -4.68314 -1.58658
O -1.88366 -3.76789 0.99183
S -4.16825 -4.01935 -0.85923
N -2.75007 -0.73018 -0.56539
P -4.25718 -0.20784 -1.45413
O -4.61319 1.47565 -1.21130
Br -6.13884 -1.10973 -0.43372
C -2.13159 0.43463 0.24833
C -3.18118 0.60632 1.51314
N -3.15450 1.74727 2.41828
C -4.44369 2.42201 2.74413
N -1.65462 1.57916 -0.47018
C -1.90018 2.98350 -0.12861
O -0.83174 3.83321 -0.15137
F -3.19143 3.69479 0.14017
C -1.30845 1.59873 -1.90277
O -2.19680 2.02221 -2.84909
F 0.06237 1.44814 -2.52484
H 2.44921 4.08657 5.21375
H 0.52753 4.42780 4.90895
H 1.15658 3.60103 6.49429
H 1.83863 1.47587 5.37477
H 0.06260 1.75404 4.80848
H 2.38433 1.07230 3.14009
H 2.39635 3.00207 2.87523
H 0.77608 2.01806 0.95223
H -0.21316 2.86956 2.30957
H 0.63106 -0.18043 2.82176
H -0.98902 0.59440 3.21854
H -1.22595 -1.31642 1.38665
H 0.98251 0.25735 -0.49604
H 2.50695 1.87553 -0.99030
H 3.83668 4.20588 -0.49870
H 5.82791 4.31314 1.56450
H 6.40898 1.89272 2.98425
H 5.02386 -0.51389 2.44975
H 0.07455 -2.74169 -0.68975
H 1.70392 -1.09761 -2.13620
H 0.30742 -0.95670 -3.34530
H 0.31685 -3.80877 -3.34707
H 2.72129 -1.85627 -4.16674
H 1.65208 -3.05257 -5.31439
H 3.02982 -3.74625 -4.18447
H -1.61618 -2.81995 -3.38441
H -3.38007 -2.37870 -3.03510
H -0.64407 -4.98305 -0.98254
H -0.93930 -3.48156 1.17464
H -3.19555 -1.32144 0.20639
H -4.85402 1.92365 -2.08439
H -3.00800 -0.37362 2.18072
H -4.33219 0.49461 1.21241
H -2.30183 2.30679 2.52150
H -5.06344 1.73227 3.45857
H -4.21990 3.43472 3.33022
H -5.06936 2.69136 1.76843
C -6.62912 -7.96739 -6.15215
C -7.33603 -6.68167 -6.55335
C -6.45410 -5.73513 -7.37176
C -5.20539 -5.21216 -6.65225
C -5.46764 -4.46825 -5.33982
C -6.29525 -3.20448 -5.51917
H -5.77225 -7.77094 -5.50185
H -7.31754 -8.62062 -5.60598
H -6.27644 -8.51034 -7.03504
H -7.71483 -6.17627 -5.65844
H -8.21595 -6.94219 -7.15405
H -7.06495 -4.88757 -7.70423
H -6.13428 -6.25101 -8.28573
H -4.66796 -4.54462 -7.33659
H -4.52494 -6.04761 -6.45073
H -4.50152 -4.19058 -4.90124
H -5.95568 -5.12776 -4.61512
H -5.80353 -2.51108 -6.20885
H -6.41615 -2.69532 -4.55729
H -7.29392 -3.42668 -5.90449
C 5.56570 5.64709 4.36041
C 6.13195 4.31167 4.81847
C 6.36637 4.23903 6.32953
C 7.38882 5.23698 6.88557
C 8.78720 5.15694 6.26688
C 9.47381 3.81993 6.50182
H 6.25686 6.46970 4.56370
H 5.38132 5.62735 3.28128
H 4.61620 5.86068 4.86192
H 7.05931 4.10031 4.27524
H 5.42551 3.52071 4.53863
H 6.67534 3.21910 6.58702
H 5.41115 4.40189 6.84408
H 7.47064 5.07905 7.96777
H 7.00799 6.25696 6.75836
H 9.40622 5.94695 6.70909
H 8.74480 5.36497 5.19299
H 9.56497 3.61134 7.57254
H 10.48153 3.83512 6.07362
H 8.92706 2.99706 6.03372
```

Density functional theory data (wB97M-V/def2-TZVPD) for an isolated ion of composition C5H9N2S and charge +1 in a non-equilibrium geometry.

Summary:
ΔE to the lowest compared entry with this formula, charge and spin   474.9 kJ/mol
Charge   +1
Max |F|   0.07156 Eh/bohr
HOMO-LUMO gap (spin up / spin down)   8.04 / 8.82 eV

```
17
C5H9N2S, DFT wB97M-V/def2-TZVPD
C 0.02722 0.55917 1.75776
C 0.72583 0.43903 -0.81209
C -1.38635 -0.81344 -0.34474
C 1.76671 0.89678 0.17294
C -1.62121 -1.49699 1.08106
N 0.02122 -0.70066 -0.46491
N 1.08170 1.20054 1.43578
S -1.21809 -0.23372 2.33973
H 0.15459 1.34134 -1.08960
H 1.22590 0.21615 -1.75389
H -1.79454 -1.35416 -1.15106
H -2.05301 -0.00385 -0.36754
H 2.69453 0.21109 0.33677
H 2.04990 1.87480 -0.11518
H -2.63206 -1.93251 1.09104
H -0.88732 -2.21164 1.15951
H 1.40800 1.94099 2.14381
```

Density functional theory data (wB97M-V/def2-TZVPD) for a 2-piece molecular cluster, C5H12O3 overall in a non-equilibrium geometry.

Summary:
ΔE to the lowest compared entry with this formula, charge and spin   0.0 kJ/mol
Charge   -1
Multiplicity   2
Max |F|   0.03499 Eh/bohr
⟨S²⟩   0.75
HOMO-LUMO gap (spin up / spin down)   3.39 / 8.44 eV

```
20
C5H12O3, DFT wB97M-V/def2-TZVPD
O -0.12487 0.81224 1.64253
C 0.83172 0.12027 1.13326
O 2.16617 0.36064 1.54507
C 0.72542 -0.83365 -0.01035
C 0.44846 -0.28103 -1.43606
C -0.29304 1.05235 -1.44722
C -0.41880 -1.31161 -2.22914
H 2.12896 1.07597 2.15635
H 1.57259 -1.53598 0.00322
H -0.18554 -1.41603 0.22087
H 1.35653 -0.19966 -2.04233
H -0.24933 1.46050 -2.46339
H -1.34570 0.97701 -1.15552
H 0.22032 1.71292 -0.74357
H 0.04780 -2.30053 -2.09264
H -1.46006 -1.46393 -1.96906
H -0.37929 -1.01355 -3.28888
H -1.77163 0.44487 1.20038
H -3.33230 0.17455 1.51264
O -2.62780 0.04664 0.87887
```